# 1
Below is an isolated ion of composition C5H10N and charge +1 in a non-equilibrium geometry, with properties calculated with ωB97M-V/def2-TZVPD.

XYZ file:
```
16
Properties=species:S:1:pos:R:3
C 0.1956 -0.7368 0.2461
C -2.5801 -0.3147 0.1566
C 1.1810 0.3835 0.0859
C -1.7808 0.8656 0.2628
C 2.6821 0.2856 -0.0344
N -1.1505 -0.2607 -0.3375
H 0.3976 -1.6616 -0.2459
H 0.1176 -1.0777 1.3389
H -2.6994 -0.8684 1.0235
H -3.3496 -0.5273 -0.6121
H 0.7225 1.3449 0.1143
H -1.9452 1.7504 -0.2292
H 3.0472 1.4120 -0.0424
H 2.9399 -0.1936 -1.0323
H 3.2737 -0.3071 0.6919
H -1.0518 -0.0941 -1.3860
```

The calculation puts the HOMO-LUMO gap (alpha / beta) at 11.11 / 6.29 eV. The relative energy (zero: lowest compared OMol25 entry of this formula, charge and spin) comes out at 126.7 kcal per mole. As for the net charge: +1.


# 2
Below is an isolated ion of composition C5H10N and charge +1 in a non-equilibrium geometry, with properties calculated with ωB97M-V/def2-TZVPD.

XYZ file:
```
16
Properties=species:S:1:pos:R:3
C 0.0091 0.4098 0.6800
C 2.1052 -0.3306 1.9160
C 1.3246 -0.5316 0.5882
C -1.5691 0.2948 -1.3852
C -2.5325 0.1625 -2.3474
N -0.9187 0.5114 -0.4509
H -0.4481 0.2117 1.5803
H 0.5092 1.3652 0.6955
H 2.9030 0.4851 1.6010
H 1.5447 0.0392 2.7052
H 2.0405 -0.0770 -0.2010
H 1.0313 -1.4947 0.3770
H 2.6030 -1.3186 2.2250
H -2.6038 0.9670 -3.1697
H -3.4666 0.0637 -1.8922
H -2.5318 -0.7579 -2.9219
```

The calculation puts the HOMO-LUMO gap at 11.65 eV. The relative energy (zero: lowest compared OMol25 entry of this formula, charge and spin) comes out at 42.3 kcal per mole. As for the structure (SMILES): CC#[N+]CCC. As for the net charge: +1.


# 3
Below is an isolated ion of composition C5H10N and charge +1 in a non-equilibrium geometry, with properties calculated with ωB97M-V/def2-TZVPD.

XYZ file:
```
16
Properties=species:S:1:pos:R:3
C -1.7479 -0.8220 0.1686
C -1.0180 1.0023 -0.7596
C -1.4417 0.5273 0.5830
C -0.4145 -0.3624 -0.4394
C 1.9120 0.2916 0.3696
N 1.0468 -0.7660 -0.2229
H -1.7840 -1.5481 0.9815
H -2.4172 -1.0461 -0.5935
H -1.6542 1.0268 -1.6221
H -0.2903 1.7058 -0.8413
H -1.1152 0.8829 1.5657
H 1.4554 1.3113 0.4823
H 2.2773 0.0073 1.4341
H 2.7653 0.4448 -0.2855
H 0.9193 -1.5688 0.3362
H 1.5068 -1.0868 -1.1567
```

Its spin multiplicity is 3. The calculation puts the HOMO-LUMO gap (alpha / beta) at 5.39 / 10.37 eV. The relative energy (zero: lowest compared OMol25 entry of this formula, charge and spin) comes out at 89.4 kcal per mole. As for the net charge: +1.


# 4
Below is C5H10N2 in the gas phase, with properties calculated with ωB97M-V/def2-TZVPD.

XYZ file:
```
17
Properties=species:S:1:pos:R:3
C 0.8847 -1.3274 -0.6657
C -0.9731 0.0208 0.4739
C 0.4399 0.0036 -0.0770
N -1.4927 -0.7211 1.5052
N 1.4321 0.4633 0.8749
C -1.4266 0.8876 -0.4374
C -0.0973 1.0327 -1.1345
H -2.3601 -0.3799 1.8921
H -0.8121 -0.9904 2.1996
H 2.3358 0.5594 0.4234
H 1.1683 1.3696 1.2474
H -2.3827 1.3302 -0.6427
H 1.0980 -2.0286 0.1370
H 1.7859 -1.1938 -1.2617
H 0.1003 -1.7376 -1.2952
H 0.3600 2.0224 -1.0704
H -0.0601 0.6894 -2.1687
```

The calculation puts the HOMO-LUMO gap at 9.13 eV. The relative energy (zero: lowest compared OMol25 entry of this formula, charge and spin) comes out at 22.1 kcal per mole. As for the structure (SMILES): C[C@@]1(N)CC=C1N. As for the net charge: 0.


# 5
Below is C5H10N2 in the gas phase in a non-equilibrium geometry, with properties calculated with ωB97M-V/def2-TZVPD.

XYZ file:
```
17
Properties=species:S:1:pos:R:3
C -1.7098 -0.4892 -0.4443
C 0.0889 1.3701 0.3666
N 0.6575 -0.7422 -1.1403
C -0.2785 -0.4107 0.0697
C 2.0275 0.8096 -0.3431
C 0.0093 -1.1510 1.2071
N 1.8228 -0.1155 -1.1367
H 0.7732 -1.7452 -1.2496
H 2.7110 1.6451 -0.4517
H -1.9307 -1.4987 -0.7977
H -2.4179 -0.2488 0.3507
H -1.8647 0.1986 -1.2756
H -0.7612 -1.7095 1.7217
H 1.0024 -1.1442 1.6362
H 0.5396 1.5693 1.3387
H 0.3197 2.1567 -0.3639
H -0.9889 1.5058 0.5121
```

The calculation puts the HOMO-LUMO gap (alpha / beta) at 6.90 / 8.14 eV. The relative energy (zero: lowest compared OMol25 entry of this formula, charge and spin) comes out at 152.8 kcal per mole. As for the net charge: 0.


# 6
Below is C5H10N2 in the gas phase in a non-equilibrium geometry, with properties calculated with ωB97M-V/def2-TZVPD.

XYZ file:
```
17
Properties=species:S:1:pos:R:3
C 0.8817 -0.2350 -0.5848
C 0.5904 1.1782 -0.0806
C -1.0403 1.3430 0.0461
C -1.6426 -1.3773 -0.1033
C -0.3499 -0.8030 0.2715
H 2.3182 -1.6689 0.0319
H 2.2708 -0.1568 1.1362
H 0.8393 -0.4870 -1.5655
H 1.2002 1.0264 0.8042
H 1.0506 1.9372 -0.7982
H -1.4779 1.6607 1.0593
H -1.4845 2.1512 -0.7786
H -2.3226 -1.6442 0.8259
H -1.7153 -1.6342 -1.3622
H -0.1574 -0.6155 1.4457
N 2.2137 -0.6307 -0.0320
N -1.1744 -0.0441 -0.3156
```

The calculation puts the HOMO-LUMO gap at 9.03 eV. The relative energy (zero: lowest compared OMol25 entry of this formula, charge and spin) comes out at 169.0 kcal per mole. As for the structure (SMILES): N[C@@H]1CCN2C[C@@H]12. As for the net charge: 0.


# 7
Below is C5H10N2 in the gas phase in a non-equilibrium geometry, with properties calculated with ωB97M-V/def2-TZVPD.

XYZ file:
```
17
Properties=species:S:1:pos:R:3
C 0.5719 0.7935 1.5426
C 0.4913 -0.7876 1.5007
C -0.1928 -1.2553 0.2140
C -0.1299 -0.4841 -0.8816
N -1.0064 -0.6409 -1.9650
C -0.4941 -0.4555 -3.1776
N -0.4564 1.6268 0.9011
H 0.8163 1.0895 2.5972
H 1.5629 1.0317 1.0155
H -0.2750 -1.0057 2.2978
H 1.4511 -1.2547 1.7816
H -0.9607 -2.0195 0.1779
H 0.7859 0.1409 -1.0040
H 0.4785 -0.0667 -3.3004
H -1.0376 -0.8056 -4.0438
H -0.3062 2.6791 1.0203
H -1.2987 1.4141 1.3237
```

The calculation puts the HOMO-LUMO gap at 9.20 eV. The relative energy (zero: lowest compared OMol25 entry of this formula, charge and spin) comes out at 59.8 kcal per mole. As for the structure (SMILES): C=N/C=C/CCN. As for the net charge: 0.


# 8
Below is C5H10N2 in the gas phase, with properties calculated with ωB97M-V/def2-TZVPD.

XYZ file:
```
17
Properties=species:S:1:pos:R:3
C 0.1963 1.6240 1.2511
C 1.0240 1.2155 0.0546
N 1.6765 -0.0948 -0.0013
C 0.5329 0.1667 -0.8729
C -0.8299 -0.4437 -0.6774
C -1.0658 -1.8839 -0.9194
N -1.1600 -1.3316 0.4325
H 0.8320 2.0228 2.0487
H -0.3754 0.7820 1.6552
H -0.5238 2.4006 0.9690
H 1.6413 2.0094 -0.3662
H 1.4167 -0.6482 0.8152
H 0.8150 0.2403 -1.9232
H -1.6432 0.2412 -0.9178
H -2.0074 -2.2232 -1.3442
H -0.2022 -2.4986 -1.1662
H -0.3273 -1.5784 0.9623
```

The calculation puts the HOMO-LUMO gap at 10.51 eV. The relative energy (zero: lowest compared OMol25 entry of this formula, charge and spin) comes out at 48.1 kcal per mole. As for the structure (SMILES): C[C@H]1N[C@H]1[C@H]1CN1. As for the net charge: 0.